Entry 1:
{"formula": "C34H29BF2IN7O9V", "method": "ωB97M-V/def2-TZVPD", "spin_multiplicity": 2, "fmax_ev_per_a": 0.7, "e_lumo_ha": [0.133, 0.133], "homo_lumo_gap_ev": [5.1, 5.0], "charge": -2, "e_homo_ev": [-1.437, -1.420], "symbols": ["I", "V", "F", "F", "O", "O", "O", "O", "O", "O", "O", "O", "O", "N", "N", "N", "N", "N", "N", "N", "C", "C", "C", "C", "C", "C", "C", "C", "C", "C", "C", "C", "C", "C", "C", "C", "C", "C", "C", "C", "C", "C", "C", "C", "C", "C", "C", "C", "C", "C", "C", "C", "C", "C", "B", "H", "H", "H", "H", "H", "H", "H", "H", "H", "H", "H", "H", "H", "H", "H", "H", "H", "H", "H", "H", "H", "H", "H", "H", "H", "H", "H", "H", "H"], "xyz": [[-0.70352, -2.10109, -2.39558], [-0.21023, 0.03302, -0.43623], [2.33666, -0.66116, 1.29068], [1.52283, -2.47709, 0.27528], [-2.03279, -0.38620, 0.14520], [6.92242, 3.19587, 3.69098], [-4.67145, 2.55264, -5.60483], [-3.94997, 0.64556, 0.66157], [5.30059, 1.69151, 5.36235], [5.10328, 1.51994, 0.01789], [0.04167, 1.54424, 0.45338], [-6.06158, 2.49760, -3.81566], [-3.99144, -7.19276, 2.42757], [5.08140, 1.78975, 3.13479], [-5.47121, -5.51247, 2.68845], [-1.64467, 1.10671, -1.92228], [-1.24648, -3.15612, 1.26378], [0.94628, 0.98760, 3.55568], [1.90372, 4.37710, 1.58002], [1.47651, 0.15231, -1.57666], [6.49776, 2.05402, 2.98316], [0.91170, 3.52146, 1.35629], [3.27668, 3.10513, 0.03688], [-3.02305, 0.43374, -0.09270], [-2.04644, -5.40495, 1.37913], [-2.90327, 1.07230, -1.46098], [4.58044, 1.59453, 4.36472], [1.27801, -1.88248, -2.94696], [-3.33091, -3.63019, 2.32017], [1.04563, 2.41767, 0.50484], [-3.78477, 1.94061, -3.50508], [0.51511, 0.57861, 4.74014], [2.66577, 0.82374, 5.73534], [3.13135, 1.24744, 4.49591], [-4.96861, 2.37854, -4.40379], [-3.98871, 1.50068, -2.19983], [3.07230, 4.09982, 0.94845], [2.19378, 2.20161, -0.30319], [3.41814, -0.90526, -2.69962], [3.94555, -1.85858, -3.55161], [3.14433, -2.82687, -4.13848], [4.65624, 2.80992, -0.45452], [-1.10709, -4.45122, 1.01027], [-1.44159, 1.54777, -3.16142], [2.22937, 1.32193, 3.44733], [-2.47956, 1.95792, -3.98201], [-3.19034, -4.98073, 2.03680], [-4.23036, -6.00244, 2.39069], [2.03927, -0.83418, -2.38603], [1.32945, 0.48218, 5.86354], [-0.39154, 3.73638, 2.06559], [1.80087, -2.83741, -3.80184], [2.34160, 1.21698, -1.26817], [-2.33116, -2.75378, 1.91549], [1.29435, -1.16674, 0.57516], [1.14528, -3.60389, -4.19896], [-1.18887, 3.94992, 1.34940], [5.35794, 3.54485, -0.05717], [3.36081, 0.77277, 6.56279], [-0.20410, -4.72892, 0.47422], [-4.98811, 1.48383, -1.78696], [-4.18427, -3.23731, 2.85797], [4.35318, 0.91733, -0.11533], [3.91490, 4.73944, 1.21216], [-1.91113, -6.45325, 1.15178], [-2.30229, 2.27921, -4.99950], [6.68002, 2.21958, 1.92565], [6.64912, 3.02800, 4.60501], [2.52878, 1.68162, 2.46501], [4.73526, 2.83175, -1.54719], [3.22644, 1.29984, -1.87973], [-0.28664, 4.57516, 2.75253], [-0.40851, 1.56326, -3.49264], [-5.73282, -4.59628, 2.36890], [-6.20111, -6.19938, 2.76673], [4.54164, 1.69417, 2.28663], [7.05735, 1.17531, 3.31357], [-0.68560, 2.83734, 2.60865], [4.11331, -0.22080, -2.23654], [0.91903, 0.14701, 6.80776], [5.01288, -1.84670, -3.74290], [-2.41704, -1.68651, 2.08006], [3.55220, -3.56979, -4.81262], [-0.53568, 0.30700, 4.79700]]}

=====

Entry 2:
{"formula": "C34H29Br12N5O10", "method": "ωB97M-V/def2-TZVPD", "spin_multiplicity": 2, "fmax_ev_per_a": 4.9, "e_lumo_ha": [0.025, 0.025], "homo_lumo_gap_ev": [2.9, 6.5], "charge": -1, "e_homo_ev": [-2.199, -5.862], "symbols": ["Br", "Br", "Br", "Br", "Br", "Br", "Br", "Br", "Br", "Br", "Br", "Br", "O", "O", "O", "O", "O", "O", "O", "O", "O", "O", "N", "N", "N", "N", "N", "C", "C", "C", "C", "C", "C", "C", "C", "C", "C", "C", "C", "C", "C", "C", "C", "C", "C", "C", "C", "C", "C", "C", "C", "C", "C", "C", "C", "C", "C", "C", "C", "C", "C", "H", "H", "H", "H", "H", "H", "H", "H", "H", "H", "H", "H", "H", "H", "H", "H", "H", "H", "H", "H", "H", "H", "H", "H", "H", "H", "H", "H", "H"], "xyz": [[7.62214, -0.61420, -21.07539], [6.21596, -10.22647, -23.15403], [5.57891, -3.21787, -20.87149], [3.54080, -10.07486, -21.25090], [6.39519, -4.90509, -15.87162], [4.00400, -3.73967, -17.50631], [5.16481, -12.95802, -21.64947], [11.30348, -2.32771, -20.73620], [13.11273, -0.96081, -18.42308], [3.47785, -6.52039, -15.81934], [13.33375, -4.24016, -19.04887], [6.15031, -1.29854, -18.29970], [13.79212, -11.21880, -16.24106], [9.01676, -11.19647, -22.67871], [8.90883, -3.06238, -17.25052], [6.77111, -6.20072, -19.71926], [8.53712, -11.38403, -20.66581], [5.56736, -10.57413, -14.16726], [14.49012, -10.77556, -14.23374], [6.92851, -8.34587, -19.92583], [6.87516, -9.51027, -15.69394], [9.99139, -1.32373, -17.94654], [5.78305, -10.01852, -15.28868], [7.39936, -7.21188, -19.72704], [13.62425, -10.69854, -15.11153], [9.34405, -11.44887, -21.55087], [9.44343, -1.96507, -17.05049], [11.64825, -12.20902, -22.15854], [5.25702, -10.95604, -21.48672], [10.18196, -9.16018, -15.39995], [11.38223, -6.94339, -18.24543], [12.49533, -12.16231, -19.44871], [13.09347, -2.41974, -19.80458], [8.59439, -1.13790, -13.45315], [8.61894, -1.80904, -14.63507], [10.73276, -11.84464, -21.16754], [12.38509, -9.89197, -14.79384], [10.92374, -8.93467, -13.09854], [12.16560, -9.52737, -13.46485], [12.94876, -12.55893, -21.75058], [9.95940, -8.80287, -14.11089], [4.77229, -5.43578, -16.88272], [3.56480, -8.92799, -18.06957], [9.64775, -8.27236, -19.21405], [9.89740, -0.06636, -15.59170], [9.22505, 0.07235, -13.32528], [2.55396, -10.83833, -17.11828], [4.71318, -9.06667, -17.30639], [4.68460, -10.05053, -16.29941], [2.52666, -9.86228, -18.10479], [11.43778, -9.60559, -15.76253], [10.94102, -8.15092, -18.71298], [8.76810, -7.15041, -19.22220], [9.30551, -1.26332, -15.76617], [9.90347, 0.64637, -14.40573], [3.60609, -10.92794, -16.17478], [9.24317, -5.94338, -18.60063], [13.37418, -12.60239, -20.42702], [6.88024, -2.08124, -19.93884], [10.57541, -5.80785, -18.17863], [11.19158, -11.79597, -19.81826], [5.56019, -8.41846, -17.47601], [10.60944, -8.72122, -12.08758], [8.62986, -5.05980, -18.50293], [5.14464, -6.05493, -17.69887], [8.96978, -8.43314, -13.88647], [1.66290, -9.69814, -18.73200], [3.57923, -11.45950, -15.23503], [14.41945, -12.82003, -20.26443], [10.43730, 0.33025, -16.43881], [12.92351, -9.76409, -12.73278], [11.52374, -9.89286, -16.80007], [7.70880, -2.70486, -19.60316], [1.80932, -11.59832, -16.93299], [10.50637, -11.41230, -19.07686], [5.88853, -10.79094, -20.61377], [13.81533, -2.29817, -20.61218], [8.07944, -1.57993, -12.61300], [11.43981, -12.18308, -23.21792], [3.56999, -8.10457, -18.76840], [12.38050, -6.92312, -17.83378], [13.73994, -12.80419, -22.44360], [12.71368, -12.05154, -18.39682], [11.60362, -9.00371, -18.70203], [8.00624, -2.68959, -14.76007], [9.07606, 0.63450, -12.41523], [10.44704, 1.55794, -14.20582], [9.41767, -8.99844, -16.14567], [9.32646, -9.22597, -19.60621], [10.85154, -4.84991, -17.76333]]}

=====

Entry 3:
{"formula": "C34H29F6MoN3O14S2Te", "method": "ωB97M-V/def2-TZVPD", "spin_multiplicity": 4, "fmax_ev_per_a": 1.0, "e_lumo_ha": [0.041, 0.004], "homo_lumo_gap_ev": [6.5, 5.8], "charge": -1, "e_homo_ev": [-5.394, -5.656], "symbols": ["Te", "Mo", "S", "S", "F", "F", "F", "F", "F", "F", "O", "O", "O", "O", "O", "O", "O", "O", "O", "O", "O", "O", "O", "O", "N", "N", "N", "C", "C", "C", "C", "C", "C", "C", "C", "C", "C", "C", "C", "C", "C", "C", "C", "C", "C", "C", "C", "C", "C", "C", "C", "C", "C", "C", "C", "C", "C", "C", "C", "C", "C", "H", "H", "H", "H", "H", "H", "H", "H", "H", "H", "H", "H", "H", "H", "H", "H", "H", "H", "H", "H", "H", "H", "H", "H", "H", "H", "H", "H", "H"], "xyz": [[1.61434, 0.88258, 1.03517], [-2.30712, 1.42777, 0.20131], [-5.43856, 0.31821, 1.40578], [-3.68197, -1.61898, 2.46544], [-5.19993, -3.51431, 1.42439], [-5.28469, -3.40290, 3.57901], [-7.20298, -1.39614, 0.49546], [-6.68180, 0.18920, -0.88252], [-3.53619, -4.21877, 2.60721], [-5.30692, -1.44838, -0.54897], [-2.97113, -1.55907, 3.70513], [-3.35624, 2.45671, -1.26023], [-4.37991, 1.02486, 0.68707], [-0.92542, -1.82230, -6.91220], [-2.42583, 1.13007, 2.24604], [-4.87576, 6.97006, -0.72762], [-0.71858, 2.09485, -1.06166], [-2.94949, -1.63116, 1.22974], [-6.50364, 1.11829, 1.90210], [-5.08202, 4.64500, -2.52679], [-2.49799, -0.06448, -1.20555], [-3.02468, 6.25718, 1.46998], [-2.26269, 3.34429, 0.98663], [0.40427, -0.14167, -6.69760], [-4.96214, -0.70286, 2.47134], [-0.48254, -0.87375, -6.28566], [-0.59597, 0.65823, 1.23386], [-4.33872, 5.90827, -0.56995], [1.04329, -2.15550, 0.92430], [-1.02895, 0.66106, -2.93879], [4.44877, 1.89164, 0.23384], [3.48213, 0.96421, -0.16931], [-0.56483, 0.76195, 3.74324], [-2.00088, -1.48726, -4.43473], [-1.01075, -0.62903, -4.95921], [5.67897, 1.90567, -0.42409], [-0.47085, 1.74830, -2.21886], [3.72238, 0.12414, -1.26119], [3.00164, -2.85296, 2.77929], [-0.53775, 0.42671, -4.23369], [-1.17047, 0.84455, 2.38568], [-0.01570, -1.88339, -0.10896], [-2.49330, -1.27757, -3.18472], [-4.45058, 4.69459, -1.49536], [2.31986, -5.27891, 2.68646], [4.95833, 0.17776, -1.89414], [2.18039, -3.84457, 2.25850], [2.86156, -1.51868, 2.41417], [1.21822, -3.47577, 1.33100], [2.68920, -0.84598, -1.76369], [-2.02648, -0.20105, -2.37444], [-3.39407, 5.52854, 0.57822], [-3.62031, 3.67518, -0.85994], [1.86556, -1.17446, 1.49032], [-3.04319, 4.13451, 0.31079], [7.27922, 1.09726, -2.19501], [-6.20318, -0.64971, 0.02662], [3.81286, -0.51448, 3.00929], [4.25761, 2.87890, 1.36078], [5.95613, 1.05339, -1.48216], [-4.48508, -3.28381, 2.52390], [2.58882, -1.69966, -1.09106], [7.17712, 1.56507, -3.17661], [3.14282, -5.40404, 3.38962], [0.57185, -4.23491, 0.90126], [3.30734, 0.40392, 3.31279], [4.30319, -0.93274, 3.88807], [-0.02450, 1.68686, 3.95683], [3.22476, 3.19697, 1.48425], [7.67489, 0.09287, -2.35210], [-3.25395, -1.91665, -2.75648], [2.96015, -1.22151, -2.75076], [-1.01282, -1.92690, 0.33428], [1.70638, -0.37858, -1.83958], [2.50339, -5.92785, 1.82833], [0.28978, 2.33549, -2.74334], [0.08346, -0.90044, -0.56186], [8.01426, 1.66816, -1.62802], [0.04229, -2.63399, -0.90093], [4.58582, 2.45715, 2.31458], [4.85516, 3.77089, 1.17364], [4.58740, -0.23803, 2.28869], [6.43324, 2.61694, -0.10208], [1.40581, -5.62815, 3.16977], [0.12921, -0.07722, 3.79718], [-1.35843, 0.63294, 4.47592], [-2.35345, -2.30573, -5.04554], [3.76756, -3.11902, 3.50005], [0.21991, 1.07395, -4.65521], [5.14305, -0.48178, -2.73673]]}